Record 1
Density functional theory data (the ωB97M-V functional and the def2-TZVPD basis) for a cluster of 5 separate species, C4H14O4 in total in a non-equilibrium geometry.

Each atom is followed by the atoms it is bonded to, with distances in Å.
Positions of all 22 atoms, in Å:
1 O -2.31 0.22 1.13  H12 0.961, H17 0.959
2 O 2.51 -1.86 0.73  H13 0.956, H16 0.958
3 O 0.13 0.04 2.62  H9 0.959, H22 0.964
4 O -0.71 3.37 0.06  H11 0.958, H20 0.962
5 C -0.25 -1.05 -1.79  C6 1.326, C8 1.466, H19 1.088
6 C -0.72 -2.14 -1.18  C5 1.326, H10 1.080, H18 1.089
7 C 1.14 0.94 -1.78  C8 1.331, H14 1.080, H21 1.079
8 C 0.48 0.01 -1.10  C5 1.466, C7 1.331, H15 1.084
9 H 0.13 1.00 2.65  O3 0.959
10 H -1.04 -3.07 -1.62  C6 1.080
11 H -1.41 2.72 0.17  O4 0.958
12 H -1.61 -0.40 1.34  O1 0.961
13 H 2.52 -2.80 0.55  O2 0.956
14 H 1.56 1.75 -1.20  C7 1.080
15 H 0.63 -0.12 -0.03  C8 1.084
16 H 1.65 -1.52 0.48  O2 0.958
17 H -2.22 0.38 0.19  O1 0.959
18 H -0.78 -2.15 -0.09  C6 1.089
19 H -0.13 -1.02 -2.87  C5 1.088
20 H -0.64 3.48 -0.90  O4 0.962
21 H 1.29 0.97 -2.85  C7 1.079
22 H -0.66 -0.20 3.11  O3 0.964

## Properties
* energy relative to the best compared isomer or geometry (same formula, charge and spin): 161.9 kJ/mol
* molecular weight: 126.15 Da
* SMILES: C=CC=C.O.O.O.O
* energy: -12563.350 eV
* E_HOMO: -9.3 eV

Record 2
Density functional theory data (the ωB97M-V functional and the def2-TZVPD basis) for the molecule C2H4NP in a non-equilibrium geometry.

Each atom is followed by the atoms it is bonded to, with distances in Å.
Positions of all 8 atoms, in Å:
1 P 0.74 1.28 -0.48  C3 1.958, H5 1.360, H8 1.378
2 N -1.75 0.14 0.46  C3 1.545, C4 1.256
3 C -0.99 0.43 -0.85  P1 1.958, N2 1.545, C4 1.470, H7 1.111
4 C -1.20 -0.82 -0.12  N2 1.256, C3 1.470, H6 0.978
5 H 1.56 0.45 -1.18  P1 1.360
6 H -1.13 -1.80 -0.11  C4 0.978
7 H -1.57 0.79 -1.73  C3 1.111
8 H 0.95 0.55 0.67  P1 1.378

## Properties
* energy relative to the best compared isomer or geometry (same formula, charge and spin): 214.8 kJ/mol
* molecular weight: 73.03 Da
* SMILES: P[C@H]1C=N1
* energy: -12914.303 eV
* E_HOMO: -9.1 eV

Record 3
Density functional theory data (the ωB97M-V functional and the def2-TZVPD basis) for the molecule C4H6N2O in a non-equilibrium geometry.

Each atom is followed by the atoms it is bonded to, with distances in Å.
Positions of all 13 atoms, in Å:
1 O -0.86 2.25 0.11  C7 1.345, H11 0.962
2 N 0.93 0.75 -0.02  C6 1.397, C7 1.354, H10 1.012
3 N 1.07 -0.96 -1.42  C6 1.453, H9 1.015, H12 1.052
4 C -0.90 -0.11 0.94  C5 1.402, C7 1.395, H13 1.081
5 C 0.03 -1.14 0.80  C4 1.402, C6 1.399, H8 1.086
6 C 1.07 -0.64 0.00  N2 1.397, N3 1.453, C5 1.399
7 C -0.36 1.01 0.30  O1 1.345, N2 1.354, C4 1.395
8 H -0.11 -2.19 1.04  C5 1.086
9 H 0.87 -1.95 -1.55  N3 1.015
10 H 1.44 1.24 -0.74  N2 1.012
11 H -1.53 2.40 0.79  O1 0.962
12 H 0.17 -0.46 -1.62  N3 1.052
13 H -1.90 -0.18 1.36  C4 1.081

## Properties
* energy relative to the best compared isomer or geometry (same formula, charge and spin): 292.8 kJ/mol
* molecular weight: 98.10 Da
* SMILES: Nc1ccc(O)[nH]1
* energy: -9270.467 eV
* E_HOMO: -7.4 eV